[1]
2 unconnected molecules or ions with the total composition C16H28O2P at a distorted geometry, computed with ωB97M-V with the def2-TZVPD basis set.

```
47
Properties=species:S:1:pos:R:3:forces:R:3
C 1.51173 2.05524 2.86521 -1.301 -0.357 -0.412
C 0.83090 0.65812 2.34179 -1.498 -3.572 -1.081
C 1.66766 -0.74887 2.43062 -3.600 -0.174 -1.381
C 0.98436 -2.19502 1.94093 -1.404 4.079 0.093
C -0.57772 -2.28619 1.34881 2.068 3.069 0.919
C -1.11570 -3.76335 0.89978 0.161 -1.404 0.141
C -2.72946 -4.00425 1.03022 -0.460 1.198 -0.688
C -0.40731 -4.94612 1.84749 -0.324 1.388 0.831
C -1.38228 -0.86293 1.24479 3.048 0.563 1.326
O -2.75601 -0.81345 0.72642 2.659 0.924 0.035
C -2.98342 0.32935 -0.17023 -1.163 0.719 0.085
P -1.82034 0.34537 -1.70954 -1.044 0.496 -1.244
C -1.34256 2.20040 -2.04168 1.018 0.667 0.344
C -0.46230 2.37304 -3.44885 0.094 1.084 0.890
C 1.14884 2.58989 -3.15180 0.681 -0.818 -1.383
C 1.73174 1.46462 -2.10861 -0.186 0.412 -0.245
C 1.90384 2.33869 -4.62277 -0.417 0.253 0.436
C -0.69798 0.57987 1.72273 2.436 -2.672 0.773
H 1.92775 2.61879 1.92767 -0.554 -1.095 1.810
H 2.33009 1.90146 3.69739 -1.126 0.429 -1.471
H 0.64529 2.73703 3.30776 1.785 -1.477 -0.897
H 2.77413 -0.69929 2.87144 -2.730 -0.247 -1.078
H 1.69760 -3.12839 2.03943 -1.901 2.004 -0.299
H -0.80377 -4.05459 -0.21452 -0.631 1.046 2.278
H -3.14260 -3.41614 1.95992 0.799 -1.356 -1.695
H -3.04602 -5.15021 1.06825 0.913 2.507 -0.031
H -3.25266 -3.50228 0.08167 1.041 -1.153 2.107
H 0.72619 -5.09426 1.59767 -2.290 0.035 0.341
H -1.05087 -5.93174 1.79662 1.559 1.945 -0.047
H -0.45592 -4.50608 2.95604 0.111 -1.203 -2.284
H -4.08282 0.18490 -0.61283 2.454 0.109 1.074
H -3.00245 1.37962 0.36567 0.196 -2.130 -0.750
H -0.62894 -0.41226 -1.42060 -0.393 1.001 0.635
H -2.29717 2.90472 -2.10265 1.869 -1.846 0.233
H -0.67485 2.55410 -1.14548 -1.304 -0.324 -1.689
H -0.85755 3.38800 -3.92989 0.850 -2.337 0.688
H -0.61195 1.47117 -4.18991 0.221 1.774 1.509
H 1.42817 3.69969 -2.85448 -0.890 -2.333 -0.245
H 1.35900 1.67734 -1.01901 0.621 -0.682 -2.050
H 1.36325 0.40944 -2.50471 0.785 2.143 1.028
H 2.90561 1.46499 -2.07577 -2.286 0.064 -0.191
H 1.20893 2.77739 -5.46444 1.434 -0.936 1.500
H 2.04755 1.17839 -4.77548 -0.263 2.368 0.164
H 2.94015 2.89306 -4.67827 -2.001 -1.230 0.167
H -1.28375 1.61959 1.68355 1.257 -2.751 0.012
O 4.06466 2.49496 4.96786 -0.529 -1.168 -1.009
H 4.26896 3.22618 5.52176 0.233 0.987 0.754
```
Positions in Å, forces in eV/Å.

Calculated values
HOMO level: -0.0964 hartree
net charge: -1
2S+1: 1



[2]
A molecular structure, C16H29AlBr3CaClF3LiN7O5PS at a distorted geometry, computed with ωB97M-V with the def2-TZVPD basis set.

```
69
Properties=species:S:1:pos:R:3:forces:R:3
C 0.00797 6.35117 -2.07567 0.203 0.665 0.126
O -0.16780 5.36116 -3.09475 0.741 -0.314 0.629
C -0.38231 4.07569 -2.56201 -1.627 0.694 -0.914
C -1.67349 3.51026 -3.22312 0.689 -0.648 0.400
C -1.50224 2.06665 -3.80103 -0.687 0.437 1.343
C -1.01049 1.08912 -2.71157 0.670 0.136 -1.691
C 0.17236 0.33351 -2.69469 0.831 -0.637 0.562
P 1.26607 0.50474 -4.13122 -1.527 1.429 -1.183
O 2.70577 1.29899 -3.76943 -0.427 -0.906 -0.383
O 1.55129 -0.91192 -4.85833 0.283 0.277 0.909
C 0.51396 -0.57522 -1.59448 -0.813 0.369 0.593
C 1.77444 -1.43855 -1.57412 -0.320 0.197 0.745
O 2.91926 -0.82657 -2.15472 -0.697 -0.622 -1.483
C 3.58351 -1.81418 -2.98635 0.225 -0.499 0.465
C -0.35421 -0.70106 -0.51830 0.255 -0.862 0.265
C -0.07740 -1.64694 0.67104 0.585 0.874 -0.101
C 0.57124 -0.84154 1.85717 0.017 0.045 0.370
N -0.54789 -0.29584 2.65748 -0.522 0.326 -0.586
N 1.43113 0.22347 1.34084 -0.540 0.259 0.113
N 1.39066 -1.70542 2.71602 -1.240 0.840 -1.070
C -1.55998 0.06268 -0.51431 0.317 0.579 -1.028
N -2.51112 0.09485 0.41091 -0.755 -0.086 0.040
S -3.69141 1.15131 -0.10360 0.303 0.841 -1.156
N -3.04072 1.59043 -1.47603 -0.565 -0.646 -0.434
C -1.88444 0.94834 -1.62146 0.531 -1.006 1.539
H -0.95287 6.63077 -1.62629 0.145 -0.204 -0.074
H 0.44661 7.24337 -2.53377 -0.179 -0.246 -0.072
H 0.70245 6.02756 -1.28310 -0.201 -0.103 -0.216
H -0.53174 4.12140 -1.47474 0.303 -0.176 -0.173
H 0.46799 3.38655 -2.79063 0.349 -0.074 0.041
H -2.43677 3.52226 -2.40632 -0.395 -0.044 -0.509
H -2.04796 4.17874 -4.00586 0.325 -0.053 0.151
H -2.50697 1.76056 -4.12918 0.305 -0.135 0.037
H -0.87398 2.07863 -4.71158 -0.175 0.050 0.600
H 3.46830 0.69794 -3.70002 -0.018 0.111 0.495
H 1.23904 -0.89120 -5.77383 0.197 -0.161 -0.001
H 1.53217 -2.41712 -2.01978 0.181 0.296 -0.231
H 2.01696 -1.64344 -0.52675 0.070 0.196 -0.292
H 3.91661 -2.62071 -2.31963 0.362 0.213 -0.324
H 2.91300 -2.25989 -3.72599 -0.007 0.195 0.225
H 4.42045 -1.36400 -3.53324 -0.035 0.031 0.441
H -0.98859 -2.15326 1.01514 0.154 0.160 -0.166
H 0.62658 -2.42858 0.38268 -0.314 0.006 0.106
H -1.13102 -1.07523 2.94801 0.782 -0.305 0.689
H -0.21864 0.25350 3.44653 -0.144 -0.224 0.163
H 2.17678 0.42299 2.00064 -0.077 -0.032 -0.030
H 0.89593 1.08047 1.22190 0.106 -0.045 -0.147
H 2.23784 -1.90819 2.19695 -0.173 -0.061 -0.192
H 1.72412 -1.11529 3.47909 -0.123 -0.246 0.136
C 2.66170 -6.39438 4.60810 0.065 -0.084 0.005
O 2.39943 -7.27567 5.39218 -0.208 0.060 0.051
N 1.78747 -5.32204 4.44616 0.117 -0.196 -0.437
N 3.79008 -6.39495 3.84813 -0.044 0.009 -0.098
H 1.90120 -4.51675 3.81592 -1.004 -1.269 0.050
H 0.95563 -5.34336 5.01561 0.165 0.211 0.146
H 4.41408 -7.17296 3.96818 -0.027 0.000 0.027
H 4.03009 -5.68150 3.19000 0.073 -0.037 -0.028
Cl 3.21723 -3.35153 3.57301 3.596 3.550 1.511
Ca -3.46885 -0.12158 2.49302 -0.014 1.922 2.180
F -3.88322 3.73979 -1.33246 0.468 -0.221 0.361
C -7.47243 0.56081 5.74353 -0.157 -0.445 -0.148
Br -8.69124 1.88196 5.06850 0.131 -0.103 -0.007
Br -8.06408 -1.23823 5.33823 0.015 0.091 0.015
Br -5.66385 0.89090 5.13035 0.110 0.475 -0.112
H -7.46052 0.65485 6.82172 0.066 -0.020 -0.031
Li 2.35164 3.02166 -3.15086 0.138 0.370 0.260
F 4.08236 -1.59876 3.60182 -1.555 -3.322 -0.520
Al 0.15781 1.86226 -6.31182 0.247 0.022 -0.550
F -3.62499 2.36650 4.42220 0.451 -1.907 -1.401
```
Positions in Å, forces in eV/Å.

Calculated values
HOMO level: -0.4594 hartree
net charge: +2
2S+1: 1



[3]
2 unconnected molecules or ions with the total composition C16H29B3NO6 at a distorted geometry, computed with ωB97M-V with the def2-TZVPD basis set.

```
55
Properties=species:S:1:pos:R:3:forces:R:3
C 1.29064 3.50044 2.63737 0.081 0.275 -0.311
B 0.09681 3.57007 1.48040 0.276 0.276 -0.972
O 0.53626 3.17247 0.09673 -4.231 -0.698 1.602
B -0.59320 2.58288 -0.64901 0.244 0.883 -0.188
C -0.50758 1.19833 -1.55777 0.677 -0.025 0.748
C 0.63145 0.23791 -0.87143 2.467 -2.424 1.493
C 1.89981 -0.34579 -1.73973 -0.536 -0.755 4.284
C 3.02957 -1.28273 -0.96059 -3.255 1.618 2.057
C 2.88040 -1.60911 0.67304 -2.557 1.572 -1.253
C 4.00908 -2.49883 1.50092 -0.033 1.618 -0.673
C 1.58871 -1.05318 1.53705 0.748 1.017 -4.962
C 0.47505 -0.13113 0.72007 2.999 -1.344 -1.636
O -1.92804 3.23792 -0.55515 1.168 -1.814 3.395
B -2.24479 3.20232 0.88642 0.320 0.733 0.710
O -3.32751 2.44268 1.53732 1.623 2.382 -3.149
C -4.51551 2.30128 0.68504 -2.151 -0.736 0.353
C -4.87820 0.69095 0.44512 -1.025 0.486 0.024
N -4.49108 -0.18469 1.61947 1.241 0.954 -0.957
C -3.19388 -0.93026 1.38776 -0.127 -0.991 -0.815
C -3.62336 -2.52420 1.14685 2.264 0.127 0.516
C -2.35762 -3.44733 1.68382 -0.593 -0.458 0.331
O -3.75799 -2.81014 -0.30149 1.941 0.394 1.238
O -1.31838 3.98957 1.77572 1.307 -3.575 -2.420
H 0.85369 2.88998 3.54747 1.138 1.408 -1.624
H 1.58025 4.60560 2.93150 -0.723 -2.185 -0.190
H 2.29421 3.01354 2.21818 -2.442 0.862 0.890
H -0.27975 1.49018 -2.67273 -0.196 -0.813 2.105
H -1.56455 0.69598 -1.53188 1.955 0.832 -0.095
H 1.97634 -0.07010 -2.88838 0.327 -0.981 2.461
H 3.94144 -1.71077 -1.56718 -2.126 1.027 1.207
H 4.10486 -3.60295 1.12421 -0.368 2.156 0.830
H 3.76075 -2.39762 2.64272 0.419 -0.521 -2.240
H 5.04907 -1.94991 1.33700 -2.111 -1.292 0.314
H 1.51726 -1.30302 2.68179 0.004 0.626 -2.537
H -0.45916 0.27216 1.30506 1.953 -0.816 -1.200
H -4.50399 2.92670 -0.30316 0.359 -1.328 1.774
H -5.43343 2.72005 1.32380 2.067 -0.770 -1.251
H -6.06302 0.60878 0.35059 2.453 0.422 0.016
H -4.44232 0.26196 -0.55256 -0.617 0.810 2.061
H -4.50167 0.33219 2.52699 0.229 -0.422 -1.371
H -2.65144 -0.60337 0.37659 -1.180 -0.526 2.160
H -2.39373 -0.80558 2.23473 -1.755 -0.315 -1.358
H -4.63528 -2.73530 1.70181 2.038 0.345 -1.309
H -2.60858 -4.59150 1.52274 0.520 2.331 0.277
H -1.36799 -3.20074 1.07287 -2.079 -0.331 1.378
H -2.18012 -3.28577 2.85030 -0.259 -0.248 -2.568
H -2.78929 -2.84583 -0.62265 -2.300 0.091 0.610
C 5.44739 0.06570 -3.98917 1.043 0.208 -0.103
C 4.79141 -1.11258 -4.73067 0.297 1.518 0.966
O 3.50577 -1.09716 -4.41846 -1.519 -0.792 -0.083
H 5.34659 -0.02773 -2.90045 -0.161 -0.072 -0.146
H 6.51942 0.09632 -4.21642 0.359 0.164 0.053
H 5.02119 1.03002 -4.29324 -0.141 -0.234 0.002
H 5.38785 -1.99569 -4.45288 0.130 -0.796 0.372
H 5.07625 -0.98300 -5.78649 -0.161 0.123 -0.817
```
Positions in Å, forces in eV/Å.

Calculated values
HOMO level: -0.0973 hartree
net charge: -1
2S+1: 1